C24H59N7O16 | wB97M-V/def2-TZVPD

Total energy: -2534.84130 a.u.
Highest occupied orbital energy: -16.57 eV
Orbital gap: 3.4267 eV
Spin multiplicity: 2
Energy above the lowest of the compared OMol25 structures with the same formula, charge and spin: 0.0 kcal/mol
Expectation value of S²: 0.76
Charge: +5

Last columns: bonded neighbours and bond lengths (Å).
CARTESIAN COORDINATES (ANGSTROEM)
1 C -5.65445 2.65169 -1.22027  C2 1.476, H8 1.090, H9 1.090, H10 1.090
2 C -4.19337 2.65784 -1.42876  C1 1.476, O3 1.203, N4 1.584
3 O -3.58533 1.61937 -1.42770  C2 1.203
4 N -3.54522 4.09484 -1.58348  C2 1.584, H5 1.010, H6 1.010, C7 1.498
5 H -3.73566 4.59159 -2.44201  N4 1.010
6 H -3.98169 4.70607 -0.90821  N4 1.010
7 C -2.10340 4.16854 -1.18527  N4 1.498, H11 1.090, H12 1.090, H13 1.090
8 H -6.23880 2.58431 -2.13792  C1 1.090
9 H -6.01627 3.44550 -0.56677  C1 1.090
10 H -5.78880 1.84465 -0.50003  C1 1.090
11 H -1.87316 3.75177 -0.20476  C7 1.090
12 H -1.74462 5.18976 -1.05693  C7 1.090
13 H -1.45872 3.74217 -1.95385  C7 1.090
14 C -1.64580 1.33188 5.73623  C15 1.463, H21 1.090, H22 1.090, H23 1.090
15 C -1.29238 1.22761 4.32058  C14 1.463, O16 1.255, N17 1.544
16 O -1.19826 0.10853 3.76142  C15 1.255
17 N -1.06186 2.56011 3.57578  C15 1.544, H18 1.010, H19 1.010, C20 1.533
18 H -1.93797 2.95743 3.26810  N17 1.010
19 H -0.70840 3.19225 4.27975  N17 1.010
20 C -0.09435 2.44307 2.39186  N17 1.533, H24 1.090, H25 1.090, H26 1.090
21 H -2.47748 1.97329 6.02777  C14 1.090
22 H -0.75308 1.62192 6.29032  C14 1.090
23 H -1.92951 0.36437 6.15039  C14 1.090
24 H -0.44716 3.17541 1.66571  C20 1.090
25 H -0.04039 1.41447 2.03526  C20 1.090
26 H 0.87586 2.70132 2.81625  C20 1.090
27 C 7.68587 1.46732 -2.37415  C28 1.492, H34 1.090, H35 1.090, H36 1.090
28 C 6.40830 0.77678 -2.03125  C27 1.492, O29 1.234, N30 1.520
29 O 5.99029 0.86729 -0.87338  C28 1.234
30 N 5.61198 0.04035 -3.09652  C28 1.520, H31 1.010, H32 1.010, C33 1.553
31 H 5.11026 0.73166 -3.63547  N30 1.010
32 H 6.27458 -0.23882 -3.80582  N30 1.010
33 C 4.78274 -1.13457 -2.51043  N30 1.553, H37 1.090, H38 1.090, H39 1.090
34 H 8.30057 1.72614 -1.51203  C27 1.090
35 H 7.38968 2.34812 -2.94385  C27 1.090
36 H 8.31814 0.76122 -2.91245  C27 1.090
37 H 3.96764 -0.76812 -1.88638  C33 1.090
38 H 5.45129 -1.86397 -2.05313  C33 1.090
39 H 4.30066 -1.64749 -3.34266  C33 1.090
40 C -0.93783 -5.23934 4.56016  C41 1.548, H47 1.090, H48 1.090, H49 1.090
41 C 0.22848 -4.34161 4.07998  C40 1.548, O42 1.233, N43 1.522
42 O 1.41531 -4.65289 4.20457  C41 1.233
43 N -0.11600 -2.99438 3.46143  C41 1.522, H44 1.010, H45 1.010, C46 1.543
44 H -1.09491 -2.89175 3.23490  N43 1.010
45 H -0.07872 -2.28292 4.17734  N43 1.010
46 C 0.74201 -2.50367 2.27718  N43 1.543, H50 1.090, H51 1.090, H52 1.090
47 H -1.88146 -4.83596 4.19282  C40 1.090
48 H -0.89355 -5.34305 5.64432  C40 1.090
49 H -0.84301 -6.20836 4.07015  C40 1.090
50 H 0.69418 -3.22392 1.46045  C46 1.090
51 H 1.75389 -2.40959 2.67133  C46 1.090
52 H 0.39640 -1.50718 2.00210  C46 1.090
53 C -4.89902 -3.00506 0.85761  C54 1.499, H60 1.090, H61 1.090, H62 1.090
54 C -4.89493 -1.50816 0.78766  C53 1.499, O55 1.219, N56 1.556
55 O -5.90570 -0.83652 0.67360  C54 1.219
56 N -3.56393 -1.00123 1.41351  C54 1.556, H57 1.010, H58 1.010, C59 1.559
57 H -3.79457 -0.10943 1.82775  N56 1.010
58 H -3.29743 -1.56645 2.20699  N56 1.010
59 C -2.44939 -0.76793 0.34934  N56 1.559, H63 1.090, H64 1.090, H65 1.090
60 H -5.17324 -3.60251 1.72708  C53 1.090
61 H -3.89060 -3.38899 0.70341  C53 1.090
62 H -5.57081 -3.35843 0.07536  C53 1.090
63 H -1.91548 -1.70489 0.19076  C59 1.090
64 H -1.72331 -0.07214 0.76979  C59 1.090
65 H -2.69214 -0.41524 -0.65305  C59 1.090
66 C -1.69740 -2.40790 -2.70298  C67 1.555, H73 1.090, H74 1.090, H75 1.090
67 C -3.23237 -2.60253 -2.85531  C66 1.555, O68 1.241, N69 1.483
68 O -4.07668 -2.22759 -2.02593  C67 1.241
69 N -3.78591 -3.45578 -3.93473  C67 1.483, H70 1.010, H71 1.010, C72 1.573
70 H -4.77224 -3.29067 -4.07613  N69 1.010
71 H -3.30630 -3.20412 -4.78722  N69 1.010
72 C -3.51963 -4.97981 -3.65301  N69 1.573, H76 1.090, H77 1.090, H78 1.090
73 H -1.13022 -2.11207 -3.58553  C66 1.090
74 H -1.18784 -3.29993 -2.33866  C66 1.090
75 H -1.49961 -1.59349 -2.00604  C66 1.090
76 H -4.15358 -5.10393 -2.77505  C72 1.090
77 H -2.51185 -5.24115 -3.33026  C72 1.090
78 H -3.94556 -5.44934 -4.53970  C72 1.090
79 C 3.89594 1.03903 1.56555  C80 1.502, H86 1.090, H87 1.090, H88 1.090
80 C 3.99684 2.52580 1.37548  C79 1.502, O81 1.254, N82 1.479
81 O 4.68002 3.28889 2.09923  C80 1.254
82 N 3.23819 3.15044 0.27052  C80 1.479, H83 1.010, H84 1.010, C85 1.525
83 H 2.64761 2.43849 -0.13499  N82 1.010
84 H 2.64588 3.86911 0.66139  N82 1.010
85 C 4.12602 3.65314 -0.86317  N82 1.525, H89 1.090, H90 1.090, H91 1.090
86 H 3.25217 0.70334 2.37856  C79 1.090
87 H 4.90682 0.71723 1.81587  C79 1.090
88 H 3.76634 0.46971 0.64513  C79 1.090
89 H 3.55057 4.11095 -1.66776  C85 1.090
90 H 4.42013 2.71852 -1.34076  C85 1.090
91 H 4.90291 4.32710 -0.50218  C85 1.090
92 O 0.42204 -0.32944 -0.41484  C93 1.348, H96 0.960
93 C 0.83097 0.86219 -0.89433  O92 1.348, O94 1.259, O95 1.262
94 O 2.04249 0.99874 -1.20876  C93 1.259
95 O 0.02229 1.83060 -0.86612  C93 1.262
96 H 1.26223 -0.79366 -0.40185  O92 0.960
97 O 2.66320 -2.90690 -0.33830  C98 1.296, H101 0.960
98 C 2.38631 -3.52012 -1.44560  O97 1.296, O99 1.273, O100 1.201
99 O 2.48628 -4.78867 -1.45546  C98 1.273
100 O 2.01538 -2.85753 -2.37652  C98 1.201
101 H 3.11050 -3.70584 -0.04981  O97 0.960
102 O 1.08051 4.44816 -1.83566  C103 1.339, H106 0.960
103 C 1.08646 5.06108 -3.02569  O102 1.339, O104 1.237, O105 1.225
104 O 1.27563 6.28091 -3.10402  C103 1.237
105 O 0.82330 4.39170 -4.01785  C103 1.225
106 H 0.70583 3.57166 -1.94957  O102 0.960